[1]
Formula: C8H11IN4O
Source: the Open Molecules 2025 dataset
Level of theory: the ωB97M-V functional and the def2-TZVPD basis

The value obtained for the energy above the lowest of the compared OMol25 structures with the same formula, charge and spin is 3.6409 eV. The calculation puts the orbital gap at 6.32 eV. The calculation puts the molar mass at 306.1 g mol⁻¹. The value obtained for the LUMO energy is -1.54 eV. The value obtained for the HOMO energy is -7.9 eV. Its spin multiplicity is 1. The net charge is 0.

Element x y z (Å)
1 C -1.00500 0.63722 1.08474
2 C -1.16129 2.48061 0.07500
3 C 1.97970 -1.53009 0.76686
4 C 1.13341 -1.91652 -0.22323
5 C 1.54544 -0.62668 -0.91622
6 C -1.35018 3.91704 -0.27598
7 C 1.21844 0.06823 -2.10385
8 C -0.48264 -3.56984 0.31660
9 N -1.54422 1.83554 1.21220
10 N -0.46721 1.66463 -0.69835
11 N -0.30596 0.53997 -0.00622
12 N 2.34683 -0.26839 0.08325
13 O 0.31466 -2.85354 -0.68835
14 I 4.15327 0.77862 0.27011
15 H -1.22819 -0.26399 1.67807
16 H 2.30324 -1.94849 1.70864
17 H -2.32267 3.78176 -0.97399
18 H -1.64040 4.40741 0.57875
19 H -0.56688 4.20159 -1.02506
20 H 1.00919 1.22250 -1.78241
21 H 0.35647 -0.33286 -2.56959
22 H 1.95334 0.13591 -2.89094
23 H -0.88116 -4.36572 -0.20606
24 H -1.25467 -2.93345 0.81728
25 H 0.24047 -3.89437 0.99533

[2]
Formula: C8H11INO4
Source: the Open Molecules 2025 dataset
Level of theory: the ωB97M-V functional and the def2-TZVPD basis

The value obtained for the energy above the lowest of the compared OMol25 structures with the same formula, charge and spin is 0.3482 eV. The calculation puts the orbital gap at 7.17 eV. The calculation puts the molar mass at 312.1 g mol⁻¹. The value obtained for the LUMO energy is -6.22 eV. The value obtained for the HOMO energy is -13.4 eV. Its spin multiplicity is 1. The net charge is +1. As for the SMILES: CC1(C)O[C@H](C(=O)[N+]#CI)[C@@H](CO)O1.

Element x y z (Å)
1 C 1.63320 1.18377 1.59012
2 C 1.49288 0.22302 0.41359
3 C 2.86919 -0.44459 0.07795
4 O 1.02383 0.87696 -0.68457
5 C -0.29361 0.62460 -0.86471
6 C -1.11997 1.87770 -0.39892
7 O -0.75112 2.94706 -0.05850
8 N -2.52224 1.51681 -0.55011
9 C -3.03404 0.57160 0.00605
10 I -4.65820 -0.34671 0.49304
11 C -0.62009 -0.56586 -0.00212
12 C -1.10516 -1.80792 -0.68851
13 O -2.41485 -1.67273 -1.13240
14 O 0.50766 -0.80236 0.75316
15 H 0.79258 1.84058 1.75014
16 H 2.42244 1.77213 1.10460
17 H 2.05502 0.84770 2.48471
18 H 2.85744 -1.17775 -0.66801
19 H 3.10272 -0.80682 1.10196
20 H 3.61592 0.20810 -0.13052
21 H -0.51772 0.43896 -1.87231
22 H -1.38150 -0.44452 0.73098
23 H -0.91258 -2.62033 0.03278
24 H -0.42819 -2.05151 -1.57455
25 H -2.61360 -2.18789 -1.91384

[3]
Formula: C8H11N
Source: the Open Molecules 2025 dataset
Level of theory: the ωB97M-V functional and the def2-TZVPD basis

The value obtained for the energy above the lowest of the compared OMol25 structures with the same formula, charge and spin is 2.9446 eV. The calculation puts the orbital gap at 9.06 eV. The calculation puts the molar mass at 121.2 g mol⁻¹. The value obtained for the LUMO energy is 0.80 eV. The value obtained for the HOMO energy is -8.3 eV. Its spin multiplicity is 1. The net charge is 0. As for the SMILES: [H]/N=C(\C#C)C/C(C)=C\C.

Element x y z (Å)
1 H 2.36401 -0.62047 2.21427
2 N 1.41793 -0.24558 2.15013
3 C 1.11965 0.18702 0.98791
4 C 1.71660 -0.34097 -0.28580
5 C 2.66867 -0.51367 -1.02143
6 C 0.02828 1.19929 0.73374
7 C -0.88973 0.07604 0.35610
8 C -1.74108 -0.51591 1.43351
9 C -0.72470 -0.48790 -0.89231
10 C -0.62314 0.28744 -2.17947
11 H 3.47919 -0.57069 -1.69666
12 H -0.26413 1.66572 1.67167
13 H 0.26960 1.87983 -0.08061
14 H -2.11489 -1.49830 1.15023
15 H -2.58433 0.13837 1.66239
16 H -1.16352 -0.63391 2.35075
17 H -1.20040 -1.45565 -1.02201
18 H 0.20723 0.98927 -2.13026
19 H -0.43500 -0.39512 -3.00700
20 H -1.53023 0.85522 -2.39512

[4]
Formula: C8H11N2
Source: the Open Molecules 2025 dataset
Level of theory: the ωB97M-V functional and the def2-TZVPD basis

The value obtained for the energy above the lowest of the compared OMol25 structures with the same formula, charge and spin is 2.3647 eV. The calculation puts the orbital gap at 9.78 eV. The calculation puts the molar mass at 135.2 g mol⁻¹. The value obtained for the LUMO energy is -3.54 eV. The value obtained for the HOMO energy is -13.3 eV. Its spin multiplicity is 1. The net charge is +1. As for the SMILES: C[C@@H]1[NH2+][C@H]1c1ccncc1.

Element x y z (Å)
1 C -0.36335 1.52674 -2.75631
2 C -0.77455 0.68151 -1.56714
3 N -1.31893 1.25674 -0.33579
4 C 0.03999 0.81201 -0.22470
5 C 0.38716 -0.29777 0.70121
6 C 1.67010 -0.30432 1.32572
7 C 1.87952 -1.17560 2.36615
8 N 1.05534 -2.21272 2.62059
9 C -0.02683 -2.33108 1.86958
10 C -0.40733 -1.38933 0.89923
11 H -1.30153 2.10471 -3.13144
12 H -0.05143 0.72959 -3.50801
13 H 0.31658 2.33759 -2.58354
14 H -1.11905 -0.29305 -1.73780
15 H -2.05187 0.67984 0.28772
16 H -1.66380 2.23158 -0.36593
17 H 0.82385 1.44428 -0.36559
18 H 2.29204 0.52771 1.02688
19 H 2.67471 -1.43680 3.02176
20 H -0.68701 -3.27290 1.98386
21 H -1.37361 -1.61873 0.47358

[5]
Formula: C8H11N2O
Source: the Open Molecules 2025 dataset
Level of theory: the ωB97M-V functional and the def2-TZVPD basis

The value obtained for the energy above the lowest of the compared OMol25 structures with the same formula, charge and spin is 5.8388 eV. The calculation puts the orbital gap at 8.22 eV. The calculation puts the molar mass at 151.2 g mol⁻¹. The value obtained for the LUMO energy is -4.32 eV. The value obtained for the HOMO energy is -12.5 eV. Its spin multiplicity is 1. The net charge is +1.

Element x y z (Å)
1 C -2.47434 1.00913 0.73318
2 C -1.65261 1.91281 1.24642
3 C -2.14986 0.05896 -0.30707
4 C -0.29035 1.93254 0.74786
5 C -0.61234 -0.18871 -0.50270
6 C 0.75559 2.69352 1.13558
7 C -0.50527 -1.39136 -0.98815
8 C 1.92470 -2.32679 -0.00346
9 N 0.09694 0.86725 -0.11894
10 N 1.51253 -1.82087 -1.38518
11 O -3.06371 -0.39524 -0.92652
12 H -3.51862 1.05681 1.14702
13 H -1.77676 2.68964 1.95093
14 H 1.79535 2.56448 0.61709
15 H 0.63068 3.44299 1.87037
16 H -1.00643 -2.08044 -1.69098
17 H 1.61713 -3.33060 0.20378
18 H 3.02220 -2.53228 0.10314
19 H 1.59784 -1.69175 0.68752
20 H 0.89285 0.92625 -0.71343
21 H 1.28836 -2.44178 -2.12817
22 H 1.91614 -0.95456 -1.67828

[6]
Formula: C8H11N2P
Source: the Open Molecules 2025 dataset
Level of theory: the ωB97M-V functional and the def2-TZVPD basis

The value obtained for the energy above the lowest of the compared OMol25 structures with the same formula, charge and spin is 3.0229 eV. The calculation puts the orbital gap (spin up / spin down) at 7.36 / 7.48 eV. The calculation puts the molar mass at 166.2 g mol⁻¹. The value obtained for the LUMO energy (spin up / spin down) is -0.13 / -0.81 eV. The value obtained for the HOMO energy (spin up / spin down) is -7.5 / -8.3 eV. Its spin multiplicity is 1. The net charge is 0.

Element x y z (Å)
1 C 2.15911 2.07750 1.05427
2 C 0.88049 2.53895 0.62220
3 C 2.54031 1.00473 0.31869
4 C 0.50449 1.68671 -0.38123
5 C -2.25571 -1.54993 -1.72302
6 C -2.08314 -1.82651 -0.42068
7 C -0.58520 -1.25813 1.39054
8 C -1.91225 -0.93627 0.68000
9 N 0.15598 -0.29058 1.63273
10 N 1.47236 0.71008 -0.52783
11 P 1.39252 -0.35636 -1.83231
12 H 2.71622 2.55560 1.94313
13 H 0.59314 3.55640 0.84645
14 H 3.47706 0.39268 0.30800
15 H -0.35853 1.33678 -0.77511
16 H -2.20279 -2.33568 -2.47273
17 H -2.16007 -0.48720 -2.01479
18 H -1.98744 -2.87507 -0.01089
19 H -0.45560 -2.25608 1.30804
20 H -2.65779 -1.03603 1.43678
21 H -1.89013 0.12747 0.32483
22 H 2.65697 -0.77909 -1.70707